<P>
Density functional theory data (the ωB97M-V functional and the def2-TZVPD basis) for a 6-piece molecular cluster, C24H36O18 overall.

Results
* charge: 0
* LUMO: 0.0 eV
* frontier orbital gap: 0.3813 hartree

CARTESIAN COORDINATES (ANGSTROEM)
C -4.17 -1.53 -5.39
C -3.61 -0.10 -5.47
C -2.15 0.09 -5.90
O -2.36 1.18 -6.78
C -3.53 1.28 -7.29
O -3.86 1.97 -8.27
O -4.34 0.51 -6.54
H -3.57 -2.13 -6.07
H -5.23 -1.68 -5.62
H -4.00 -1.91 -4.38
H -3.73 0.54 -4.59
H -1.80 -0.84 -6.33
H -1.57 0.27 -4.99
C 2.53 1.19 0.72
C 1.02 1.09 0.60
C 0.36 2.10 1.52
O -0.63 2.63 0.71
C -0.38 2.35 -0.62
O -0.94 2.85 -1.62
O 0.55 1.44 -0.69
H 3.02 0.91 1.65
H 2.89 2.18 0.42
H 3.06 0.46 0.11
H 0.55 0.11 0.72
H 1.06 2.90 1.78
H -0.06 1.58 2.38
C 3.21 5.82 -1.55
C 4.09 5.61 -2.80
C 4.98 4.35 -2.70
O 4.71 3.65 -3.84
C 3.73 4.24 -4.53
O 3.32 3.74 -5.59
O 3.22 5.28 -3.85
H 2.58 4.99 -1.22
H 2.53 6.67 -1.66
H 3.74 6.08 -0.63
H 4.71 6.49 -2.98
H 4.77 3.81 -1.78
H 6.03 4.64 -2.74
C 2.13 -8.08 0.49
C 1.94 -6.74 -0.23
C 1.31 -5.60 0.62
O 2.10 -4.53 0.34
C 3.18 -4.82 -0.33
O 4.11 -4.11 -0.66
O 3.22 -6.18 -0.58
H 1.18 -8.52 0.80
H 2.71 -7.89 1.39
H 2.67 -8.79 -0.13
H 1.33 -6.87 -1.13
H 1.09 -5.85 1.65
H 0.32 -5.41 0.20
C -5.19 1.99 3.38
C -5.39 3.12 2.45
C -6.16 2.73 1.17
O -7.34 3.45 1.36
C -7.23 4.38 2.31
O -7.94 5.36 2.49
O -6.13 4.08 3.09
H -4.59 2.33 4.23
H -4.57 1.24 2.90
H -6.09 1.56 3.80
H -4.45 3.64 2.23
H -6.46 1.68 1.14
H -5.60 3.09 0.30
C 3.65 -3.18 4.86
C 2.30 -3.67 5.39
C 2.04 -3.16 6.79
O 0.73 -2.54 6.57
C 0.40 -2.41 5.28
O -0.45 -1.62 4.82
O 1.30 -3.08 4.56
H 3.61 -2.12 4.63
H 4.01 -3.63 3.93
H 4.39 -3.39 5.64
H 2.27 -4.75 5.50
H 2.83 -2.47 7.08
H 2.01 -4.04 7.43

<Q>
Density functional theory data (the ωB97M-V functional and the def2-TZVPD basis) for a 6-piece molecular cluster, C24H36O18 overall.

Results
* charge: 0
* LUMO: 0.2 eV
* frontier orbital gap: 0.3802 hartree

CARTESIAN COORDINATES (ANGSTROEM)
C 22.83 -8.88 -4.38
C 22.74 -10.17 -3.63
C 21.99 -11.28 -4.33
O 22.51 -12.45 -3.65
C 23.80 -12.15 -3.34
O 24.61 -12.95 -2.99
O 24.01 -10.82 -3.40
H 23.37 -9.02 -5.32
H 23.27 -8.12 -3.74
H 21.83 -8.52 -4.59
H 22.31 -10.03 -2.64
H 22.32 -11.38 -5.37
H 20.91 -11.25 -4.34
C 24.95 -16.63 -3.55
C 25.59 -17.27 -4.77
C 24.88 -18.54 -5.22
O 24.57 -18.31 -6.59
C 24.93 -17.04 -6.94
O 24.77 -16.60 -8.03
O 25.45 -16.39 -5.88
H 25.10 -17.18 -2.62
H 23.87 -16.53 -3.72
H 25.29 -15.61 -3.36
H 26.63 -17.49 -4.52
H 23.98 -18.81 -4.66
H 25.51 -19.43 -5.13
C 22.23 -5.47 0.61
C 20.98 -6.17 0.15
C 19.88 -5.20 -0.33
O 19.44 -5.77 -1.56
C 20.38 -6.62 -2.01
O 20.41 -7.08 -3.11
O 21.26 -6.93 -1.05
H 22.00 -4.78 1.43
H 22.64 -4.86 -0.19
H 22.98 -6.15 1.01
H 20.59 -6.86 0.90
H 20.25 -4.19 -0.46
H 19.02 -5.20 0.34
C 20.37 -15.86 -7.61
C 20.60 -14.38 -7.54
C 21.41 -13.89 -6.32
O 22.45 -13.09 -6.87
C 22.47 -13.23 -8.22
O 23.34 -12.80 -8.90
O 21.44 -13.96 -8.65
H 19.71 -16.18 -6.80
H 21.31 -16.40 -7.44
H 19.92 -16.13 -8.56
H 19.70 -13.77 -7.60
H 21.78 -14.69 -5.68
H 20.77 -13.30 -5.66
C 26.67 -12.19 -5.50
C 26.92 -11.99 -6.98
C 25.75 -11.28 -7.66
O 26.30 -10.05 -8.15
C 27.58 -9.92 -7.75
O 28.25 -8.95 -7.88
O 28.01 -11.05 -7.15
H 25.69 -12.68 -5.42
H 26.61 -11.24 -4.96
H 27.40 -12.83 -5.01
H 27.23 -12.92 -7.44
H 24.88 -11.06 -7.06
H 25.46 -11.85 -8.54
C 17.13 -7.10 -4.39
C 17.48 -7.98 -5.57
C 18.90 -7.92 -6.14
O 19.45 -9.23 -5.92
C 18.52 -10.04 -5.40
O 18.68 -11.21 -5.20
O 17.40 -9.36 -5.10
H 17.81 -7.23 -3.55
H 16.08 -7.26 -4.16
H 17.31 -6.05 -4.64
H 16.75 -7.86 -6.37
H 19.57 -7.24 -5.61
H 18.96 -7.71 -7.20

Most stable of them? <Q>.

<P>
Density functional theory data (the ωB97M-V functional and the def2-TZVPD basis) for a 3-piece molecular cluster, C3H8O4S overall.

Results
* charge: -2
* LUMO: 6.2 eV
* frontier orbital gap: 0.2124 hartree

CARTESIAN COORDINATES (ANGSTROEM)
O 1.08 1.17 2.50
C 0.53 0.51 1.62
O 0.77 -0.77 1.53
C -0.17 1.20 0.44
C -1.63 0.84 0.36
S -2.53 2.07 -0.76
H 0.28 1.01 -0.57
H 0.01 2.25 0.67
H -1.86 -0.20 0.12
H -2.09 1.04 1.34
H 1.40 0.04 -2.52
H 1.35 -1.41 -2.04
O 1.60 -0.86 -2.79
H 0.17 -3.07 0.12
H 0.59 -1.51 0.36
O 0.48 -2.31 -0.38

<Q>
Density functional theory data (the ωB97M-V functional and the def2-TZVPD basis) for a 3-piece molecular cluster, C3H8O4S overall.

Results
* charge: -2
* LUMO: 5.1 eV
* frontier orbital gap: 0.1675 hartree

CARTESIAN COORDINATES (ANGSTROEM)
O -1.22 -1.70 2.21
C -0.62 -1.27 1.17
O -1.02 -1.16 -0.05
C 0.83 -0.86 1.51
C 1.84 -1.81 0.79
S 3.63 -1.66 0.99
H 0.67 -0.81 2.61
H 1.02 0.05 1.09
H 1.60 -2.84 1.05
H 1.64 -1.49 -0.27
H -1.78 2.92 -2.26
H -2.60 3.57 -3.36
O -1.91 3.69 -2.81
H -0.12 1.56 -1.25
H -0.91 0.41 -0.56
O -1.03 1.41 -0.87

Most stable of them? <P>.

<P>
Density functional theory data (the ωB97M-V functional and the def2-TZVPD basis) for a 3-piece molecular cluster, C4H15NO2 overall.

Results
* charge: 0
* LUMO: 0.6 eV
* frontier orbital gap: 0.3316 hartree

CARTESIAN COORDINATES (ANGSTROEM)
C -0.27 -0.30 1.62
C 0.18 0.32 0.18
N -0.20 1.78 0.14
C -1.54 1.91 0.86
C -0.07 2.33 -1.26
H 0.37 0.30 2.48
H 0.16 -1.33 1.57
H -1.35 -0.44 1.88
H 1.32 0.16 0.09
H -0.31 -0.33 -0.59
H -2.03 2.90 0.65
H -2.10 1.16 0.48
H -1.76 1.74 1.95
H -0.80 1.83 -1.94
H 0.96 2.12 -1.56
H -0.09 3.52 -1.45
O -2.20 -2.35 -3.93
H -1.88 -2.78 -3.13
H -1.47 -2.03 -4.51
O 4.06 -3.58 2.34
H 4.16 -2.77 1.89
H 4.85 -4.18 2.22

<Q>
Density functional theory data (the ωB97M-V functional and the def2-TZVPD basis) for a 3-piece molecular cluster, C4H15NO2 overall.

Results
* charge: 0
* LUMO: 0.7 eV
* frontier orbital gap: 0.3533 hartree

CARTESIAN COORDINATES (ANGSTROEM)
C -1.60 1.58 1.41
C -0.83 0.33 1.36
N -0.98 -0.59 0.13
C 0.02 -1.67 -0.19
C -0.13 -2.27 -1.63
H -1.65 2.16 2.35
H -2.62 1.39 0.96
H -1.12 2.20 0.65
H 0.27 0.61 1.29
H -1.06 -0.39 2.19
H -1.83 -1.10 0.09
H -0.23 -2.47 0.61
H 1.06 -1.48 -0.01
H -0.74 -3.27 -1.52
H -0.44 -1.40 -2.31
H 0.87 -2.37 -2.06
O 3.18 1.55 0.45
H 2.25 1.63 -0.02
H 3.65 2.15 -0.17
O 0.73 1.50 -1.04
H 0.78 1.25 -1.95
H 0.43 0.66 -0.62

Most stable of them? <Q>.

<P>
Density functional theory data (the ωB97M-V functional and the def2-TZVPD basis) for a 2-piece molecular cluster, CHNOS overall.

Results
* charge: 0
* LUMO (spin up / spin down): -1.9 / -1.9 eV
* frontier orbital gap (spin up / spin down): 0.2875 / 0.2861 hartree

CARTESIAN COORDINATES (ANGSTROEM)
C 1.11 -1.34 0.38
N 2.02 -1.06 1.03
H 0.23 -1.54 -0.09
O -1.44 1.90 -1.37
S -1.92 2.04 0.05

<Q>
Density functional theory data (the ωB97M-V functional and the def2-TZVPD basis) for a 2-piece molecular cluster, CHNOS overall.

Results
* charge: 0
* LUMO (spin up / spin down): -2.9 / -2.9 eV
* frontier orbital gap (spin up / spin down): 0.2868 / 0.2868 hartree

CARTESIAN COORDINATES (ANGSTROEM)
C -0.14 0.96 -1.26
N -0.25 1.01 -2.37
O -0.19 -0.96 1.08
S 0.20 0.66 1.21
H 0.39 -1.66 1.33

<R>
Density functional theory data (the ωB97M-V functional and the def2-TZVPD basis) for a 2-piece molecular cluster, CHNOS overall.

Results
* charge: 0
* LUMO (spin up / spin down): -0.8 / -0.9 eV
* frontier orbital gap (spin up / spin down): 0.2799 / 0.2798 hartree

CARTESIAN COORDINATES (ANGSTROEM)
C 1.37 -0.23 0.08
N 0.51 -0.91 0.46
H 2.09 0.39 -0.33
O -1.95 1.09 -0.16
S -2.02 -0.35 -0.05

<S>
Density functional theory data (the ωB97M-V functional and the def2-TZVPD basis) for a 2-piece molecular cluster, CHNOS overall.

Results
* charge: 0
* LUMO (spin up / spin down): -3.6 / -2.9 eV
* frontier orbital gap (spin up / spin down): 0.2555 / 0.2782 hartree

CARTESIAN COORDINATES (ANGSTROEM)
C 1.56 0.32 -0.08
N 2.59 0.85 -0.10
O -1.71 -0.36 0.44
S -0.76 -1.41 -0.30
H -1.68 0.60 0.04

Most stable of them? <P>.

<P>
Density functional theory data (the ωB97M-V functional and the def2-TZVPD basis) for a 2-piece molecular cluster, C4H9N3S overall.

Results
* charge: +2
* LUMO: -9.0 eV
* frontier orbital gap: 0.3494 hartree

CARTESIAN COORDINATES (ANGSTROEM)
C 1.15 1.46 -1.28
C 1.38 0.77 -2.53
C -2.92 -1.68 0.60
C 0.25 -1.23 2.06
N -1.87 -1.20 1.04
N -0.79 -0.81 1.33
N 1.33 2.57 -0.57
S 0.58 -0.07 -1.05
H 0.95 1.11 -3.45
H 2.31 0.40 -2.87
H -2.93 -2.07 -0.37
H -3.87 -1.54 1.06
H 0.20 -2.32 2.49
H 0.44 -0.39 2.81
H 1.31 -1.18 1.47
H 1.48 3.40 -1.15
H 1.01 2.81 0.39

<Q>
Density functional theory data (the ωB97M-V functional and the def2-TZVPD basis) for C4H9N3S as an isolated structure.

Results
* charge: +2
* LUMO: -9.0 eV
* frontier orbital gap: 0.3471 hartree

CARTESIAN COORDINATES (ANGSTROEM)
C 1.20 2.19 0.39
C -0.14 1.08 -1.11
C 1.56 -0.57 0.27
C 0.05 -0.63 0.00
N 0.42 2.15 -0.65
N -0.96 0.98 -2.03
N -0.71 -0.64 1.27
S 2.06 1.00 1.15
H 1.15 3.13 0.99
H 1.88 -1.27 1.16
H 2.13 -0.83 -0.60
H -0.24 -1.39 -0.75
H -1.43 0.08 -2.17
H -1.10 1.88 -2.66
H -0.60 0.16 1.99
H -0.30 -1.52 1.79
H -1.72 -0.89 1.08

Most stable of them? <Q>.

<P>
Density functional theory data (the ωB97M-V functional and the def2-TZVPD basis) for C5H11NS as an isolated structure.

Results
* charge: 0
* LUMO: 0.8 eV
* frontier orbital gap: 0.3590 hartree

CARTESIAN COORDINATES (ANGSTROEM)
C 1.23 0.13 1.27
C 1.19 -0.38 -1.19
C 0.00 0.45 -1.45
C -0.68 -0.37 -0.34
C -1.66 0.41 0.38
H 0.90 -0.25 2.32
H 2.55 0.24 1.24
H 0.89 1.29 1.16
H 0.98 -1.42 -1.87
H 2.48 -0.15 -1.21
H -0.35 0.56 -2.61
H 0.28 1.49 -1.04
H -1.10 -1.23 -0.64
H -1.34 1.24 0.97
H -2.50 0.63 -0.40
H -1.19 -0.96 1.87
N 0.77 -0.82 0.21
S -2.45 -0.87 1.33

<Q>
Density functional theory data (the ωB97M-V functional and the def2-TZVPD basis) for a 2-piece molecular cluster, C5H11NS overall.

Results
* charge: 0
* LUMO: -2.9 eV
* frontier orbital gap: 0.1433 hartree

CARTESIAN COORDINATES (ANGSTROEM)
C 2.16 -0.30 0.36
C 2.36 -0.51 -1.00
C 1.86 1.21 0.74
N 0.86 0.39 1.25
H 2.66 -0.86 1.14
H 1.53 -0.47 -1.71
H 3.36 -0.67 -1.40
H 1.57 1.85 -0.09
H 2.63 1.57 1.42
H -0.06 0.91 1.33
C -2.97 -0.74 -0.63
C -1.72 -0.21 0.10
S -2.14 1.47 0.65
H -3.29 -0.04 -1.42
H -3.80 -0.71 0.08
H -2.82 -1.77 -0.99
H -0.88 -0.12 -0.60
H -1.32 -1.00 0.76

Most stable of them? <P>.